Record 1
{
  "formula": "C53H46AlClN2OP2",
  "method": "the ωB97M-V functional and the def2-TZVPD basis",
  "gap_ha": 0.2473,
  "e_homo_ha": -0.45051,
  "lumo_energy_ha": -0.203,
  "total_charge": 2,
  "elements": ["Al", "C", "C", "C", "C", "C", "O", "C", "N", "C", "C", "C", "C", "C", "C", "P", "C", "C", "C", "C", "C", "C", "C", "C", "C", "C", "C", "C", "H", "H", "H", "H", "H", "H", "H", "H", "H", "H", "H", "H", "H", "H", "H", "H", "H", "H", "H", "H", "H", "H", "H", "H", "C", "C", "C", "C", "N", "C", "C", "C", "C", "C", "C", "C", "H", "H", "H", "H", "H", "H", "H", "H", "Cl", "C", "C", "C", "C", "C", "C", "P", "C", "C", "C", "C", "C", "C", "C", "C", "C", "C", "C", "C", "H", "H", "H", "H", "H", "H", "H", "H", "H", "H", "H", "H", "H", "H"],
  "coordinates": [[0.33, 1.18, 0.44], [2.10, 4.43, 1.22], [0.90, 4.74, 0.33], [1.18, 4.42, -1.13], [-0.42, 4.16, 0.85], [-0.92, 4.96, 2.04], [-1.48, 3.98, 2.92], [-1.10, 2.78, 2.52], [-0.44, 2.74, 1.40], [-1.57, 1.71, 3.45], [-2.12, 2.17, 4.65], [-2.69, 1.31, 5.56], [-2.77, -0.05, 5.28], [-2.23, -0.52, 4.09], [-1.59, 0.33, 3.19], [-0.93, -0.50, 1.70], [-2.41, -1.41, 1.17], [-2.41, -2.80, 1.13], [-3.60, -3.47, 0.91], [-4.78, -2.77, 0.73], [-4.77, -1.38, 0.75], [-3.59, -0.70, 0.98], [0.29, -1.72, 2.23], [1.18, -2.14, 1.23], [2.16, -3.08, 1.52], [2.26, -3.60, 2.80], [1.39, -3.18, 3.80], [0.41, -2.24, 3.51], [2.91, 5.13, 1.01], [2.48, 3.43, 1.02], [1.88, 4.50, 2.29], [0.72, 5.82, 0.38], [1.36, 3.36, -1.27], [2.07, 4.94, -1.47], [0.35, 4.72, -1.77], [-1.15, 4.18, 0.04], [-1.71, 5.67, 1.78], [-0.13, 5.48, 2.57], [-2.11, 3.23, 4.87], [-3.11, 1.70, 6.48], [-3.24, -0.73, 5.97], [-2.32, -1.57, 3.86], [-1.49, -3.35, 1.28], [-3.60, -4.56, 0.88], [-5.71, -3.30, 0.57], [-5.70, -0.83, 0.62], [-3.60, 0.39, 1.03], [1.12, -1.72, 0.23], [2.84, -3.40, 0.74], [3.03, -4.33, 3.03], [1.47, -3.58, 4.80], [-0.25, -1.92, 4.31], [2.97, 0.74, 3.85], [4.17, 0.52, 3.19], [4.20, 0.60, 1.81], [3.03, 0.87, 1.11], [1.87, 1.04, 1.77], [1.84, 0.99, 3.10], [2.95, 1.01, -0.37], [4.20, 1.31, -1.08], [4.21, 1.50, -2.39], [3.01, 1.26, -3.22], [1.65, 1.11, -2.45], [1.73, 1.00, -0.95], [2.91, 0.71, 4.93], [5.07, 0.30, 3.74], [5.12, 0.43, 1.27], [0.89, 1.15, 3.58], [5.11, 1.46, -0.51], [5.13, 1.80, -2.89], [2.94, 2.00, -4.02], [0.91, 1.87, -2.73], [-1.62, 1.66, -0.96], [-1.85, 1.06, -2.64], [-2.41, 2.00, -3.49], [-2.68, 1.61, -4.79], [-2.38, 0.32, -5.21], [-1.81, -0.58, -4.32], [-1.53, -0.23, -3.00], [-0.73, -1.42, -1.84], [0.97, -1.42, -2.48], [1.88, -2.32, -2.08], [3.30, -2.21, -2.44], [3.76, -1.23, -3.21], [2.86, -0.19, -3.79], [1.41, -0.22, -3.26], [-1.53, -2.96, -2.41], [-0.84, -4.09, -2.82], [-1.52, -5.24, -3.19], [-2.91, -5.27, -3.16], [-3.61, -4.14, -2.75], [-2.93, -3.00, -2.37], [-2.65, 3.00, -3.14], [-3.12, 2.32, -5.48], [-2.58, 0.02, -6.22], [-1.58, -1.58, -4.65], [1.59, -3.16, -1.45], [3.97, -2.98, -2.07], [4.81, -1.19, -3.47], [2.94, -0.22, -4.88], [0.71, -0.02, -4.07], [0.24, -4.07, -2.90], [-0.97, -6.11, -3.52], [-3.44, -6.16, -3.46], [-4.69, -4.15, -2.74], [-3.49, -2.12, -2.05]]
}

=====

Record 2
{
  "formula": "C53H46Cl3IrN8OS3Si",
  "method": "the ωB97M-V functional and the def2-TZVPD basis",
  "gap_ha": [0.2468, 0.1739],
  "e_homo_ha": [-0.24455, -0.25956],
  "spin_multiplicity": 5,
  "lumo_energy_ha": [0.002, -0.086],
  "total_charge": 0,
  "elements": ["Ir", "N", "S", "N", "S", "N", "S", "N", "C", "C", "C", "C", "C", "C", "C", "C", "C", "C", "C", "C", "C", "C", "C", "C", "C", "C", "C", "C", "C", "C", "C", "C", "C", "C", "C", "C", "C", "C", "C", "C", "C", "C", "C", "C", "H", "H", "H", "H", "H", "H", "H", "H", "H", "H", "H", "H", "H", "H", "H", "H", "H", "H", "H", "H", "H", "H", "H", "H", "H", "H", "H", "H", "H", "H", "Cl", "C", "C", "C", "Cl", "C", "O", "C", "Cl", "C", "H", "H", "C", "Si", "C", "C", "N", "C", "C", "C", "C", "C", "C", "H", "H", "H", "H", "H", "H", "H", "H", "H", "H", "H", "H", "H", "H", "N", "C", "N", "C", "N"],
  "coordinates": [[1.05, 0.74, 0.25], [-0.52, 0.41, -0.86], [-3.77, 1.18, -0.73], [-0.84, -0.49, -1.46], [-1.58, -2.50, -0.13], [-1.19, -2.90, 1.38], [-0.18, -1.88, 2.15], [0.70, -1.02, 1.32], [-1.17, -1.04, 3.40], [-0.62, 0.01, 4.12], [-1.41, 0.68, 5.04], [-2.74, 0.31, 5.22], [-3.27, -0.74, 4.48], [-2.48, -1.42, 3.57], [0.82, -3.07, 3.10], [0.78, -4.42, 2.77], [1.63, -5.30, 3.40], [2.53, -4.84, 4.35], [2.56, -3.49, 4.68], [1.71, -2.60, 4.05], [-2.99, -3.59, -0.39], [-3.93, -3.19, -1.33], [-5.02, -4.00, -1.58], [-5.17, -5.19, -0.89], [-4.23, -5.58, 0.05], [-3.13, -4.78, 0.31], [-0.36, -3.43, -1.11], [0.94, -3.47, -0.63], [1.92, -4.13, -1.35], [1.59, -4.75, -2.55], [0.30, -4.68, -3.03], [-0.69, -4.01, -2.32], [-3.45, 1.34, -2.46], [-2.27, 1.85, -2.98], [-2.10, 1.93, -4.35], [-3.08, 1.45, -5.21], [-4.23, 0.88, -4.69], [-4.42, 0.84, -3.32], [-3.18, 2.67, 0.04], [-3.19, 2.66, 1.43], [-2.81, 3.79, 2.12], [-2.39, 4.92, 1.44], [-2.38, 4.92, 0.05], [-2.80, 3.81, -0.66], [0.40, 0.31, 3.95], [-1.00, 1.50, 5.60], [-3.36, 0.84, 5.92], [-4.30, -1.03, 4.61], [-2.88, -2.23, 2.97], [0.07, -4.75, 2.03], [1.61, -6.34, 3.13], [3.20, -5.53, 4.84], [3.26, -3.13, 5.41], [1.73, -1.55, 4.29], [-3.79, -2.25, -1.84], [-5.75, -3.69, -2.31], [-6.01, -5.83, -1.11], [-4.36, -6.51, 0.58], [-2.40, -5.05, 1.05], [1.18, -2.98, 0.29], [2.93, -4.15, -0.98], [2.35, -5.26, -3.12], [0.05, -5.15, -3.97], [-1.69, -3.94, -2.71], [-1.48, 2.19, -2.32], [-1.19, 2.35, -4.75], [-2.94, 1.51, -6.28], [-4.98, 0.47, -5.35], [-5.32, 0.43, -2.89], [-3.52, 1.77, 1.94], [-2.84, 3.80, 3.20], [-2.08, 5.80, 1.98], [-2.07, 5.80, -0.49], [-2.84, 3.84, -1.73], [8.64, -0.05, 1.63], [6.97, 0.32, 1.45], [6.02, -0.67, 1.61], [4.69, -0.37, 1.45], [3.52, -1.63, 1.61], [4.21, 0.95, 1.18], [2.98, 1.28, 1.14], [5.25, 1.91, 1.00], [4.80, 3.53, 0.60], [6.59, 1.62, 1.13], [6.31, -1.68, 1.85], [7.32, 2.39, 0.98], [3.97, 0.59, -2.39], [2.24, 1.17, -2.98], [2.39, 2.27, -4.54], [1.25, -0.34, -3.60], [1.56, 1.92, -1.57], [1.32, 3.24, -1.41], [1.58, 3.86, -0.17], [1.42, 5.21, 0.00], [0.98, 6.01, -1.04], [0.66, 5.41, -2.26], [0.82, 4.05, -2.44], [4.50, 0.05, -3.17], [3.88, -0.07, -1.53], [4.60, 1.43, -2.08], [3.10, 1.82, -5.23], [2.74, 3.27, -4.33], [1.44, 2.34, -5.06], [1.73, -0.74, -4.50], [0.23, -0.08, -3.87], [1.21, -1.14, -2.87], [1.96, 3.26, 0.64], [1.65, 5.66, 0.96], [0.87, 7.07, -0.91], [0.29, 6.02, -3.07], [0.54, 3.59, -3.37], [-0.75, 5.23, 4.76], [-0.36, 4.35, 4.12], [0.16, 3.35, 3.51], [-0.03, 2.65, 2.51], [-0.16, 1.89, 1.61]]
}